Below is 2 unconnected molecules or ions with the total composition C5H5NO in a non-equilibrium geometry, with properties calculated with ωB97M-V with the def2-TZVPD basis set.

Positions of all 12 atoms, in Å:
C1 0.38 1.93 1.28
C2 0.47 0.88 0.68
C3 -1.86 0.08 -0.94
C4 1.53 -1.01 0.16
C5 0.32 -0.49 0.32
N1 -1.14 -0.68 -1.57
O1 -2.30 0.93 -0.30
H1 0.41 2.95 1.65
H2 1.82 -1.89 -0.27
H3 2.25 -0.20 0.28
H4 -0.67 -0.88 0.62
H5 -1.22 -1.62 -1.91

Properties
Total charge ... 0
E_LUMO ... 0.69 eV
Energy above the lowest of the compared OMol25 structures with the same formula, charge and spin ... 4.2083 eV
HOMO energy ... -0.323 Eh
HOMO-LUMO gap ... 9.477 eV

Atomic partial charges in e from the natural (NBO) method, atoms 1 to 4: number 1, C, carries -0.2278; number 2, C, carries -0.0536; number 3, C, carries 0.8622; number 4, C, carries -0.3637

Below is a molecular structure, C6H14BrHfO3 in a non-equilibrium geometry, with properties calculated with ωB97M-V with the def2-TZVPD basis set.

Positions of all 25 atoms, in Å:
Hf1 -1.23 -2.19 2.32
Br1 -1.71 0.36 3.46
C1 2.45 -1.77 2.48
O1 1.13 -1.13 2.23
C2 1.41 0.10 1.60
C3 0.81 -0.06 0.19
O2 -0.44 -0.83 0.25
C4 -0.87 -0.85 -1.12
C5 -1.64 0.42 -1.56
O3 -0.94 1.64 -1.79
C6 -1.53 2.45 -2.81
H1 2.35 -2.85 2.62
H2 2.80 -1.43 3.46
H3 3.08 -1.58 1.61
H4 2.47 0.29 1.42
H5 0.93 0.90 2.17
H6 1.46 -0.60 -0.50
H7 0.59 0.93 -0.21
H8 -1.54 -1.68 -1.35
H9 -0.05 -1.07 -1.81
H10 -2.42 0.71 -0.86
H11 -2.19 0.15 -2.46
H12 -2.54 2.82 -2.65
H13 -1.51 1.95 -3.78
H14 -0.88 3.32 -2.89

Properties
Expectation value of S² ... 0.754
Spin multiplicity ... 2
Total charge ... +4
E_LUMO (alpha / beta) ... -19.60 / -19.60 eV
HOMO energy (alpha / beta) ... -0.939 / -0.938 Eh
HOMO-LUMO gap (alpha / beta) ... 5.936 / 5.934 eV

Atomic partial charges in e from the natural (NBO) method, atoms 1 to 4: number 1, Hf, carries 2.5778; number 2, Br, carries 0.0315; number 3, C, carries -0.2769; number 4, O, carries -0.6132

Below is a single C4H10NOP molecule in a non-equilibrium geometry, with properties calculated with ωB97M-V with the def2-TZVPD basis set.

Positions of all 17 atoms, in Å:
C1 -1.92 -0.49 -2.45
C2 2.02 0.58 0.76
C3 0.02 0.23 2.27
C4 0.52 0.30 0.82
N1 -2.24 -0.38 -3.72
O1 -0.76 -0.84 -1.86
P1 0.12 -1.35 0.03
H1 -2.69 -0.25 -1.69
H2 2.35 0.70 -0.27
H3 2.25 1.50 1.29
H4 2.59 -0.22 1.23
H5 0.22 1.16 2.79
H6 0.52 -0.58 2.81
H7 -1.05 0.04 2.30
H8 -0.02 1.08 0.28
H9 -3.20 -0.06 -3.81
H10 1.26 -1.41 -0.78

Properties
Total charge ... 0
E_LUMO ... -1.08 eV
Energy above the lowest of the compared OMol25 structures with the same formula, charge and spin ... 2.8386 eV
HOMO energy ... -0.335 Eh
HOMO-LUMO gap ... 8.039 eV

Atomic partial charges in e from the natural (NBO) method, atoms 1 to 4: number 1, C, carries 0.4353; number 2, C, carries -0.6114; number 3, C, carries -0.6148; number 4, C, carries -0.5514

Below is 2 unconnected molecules or ions with the total composition C4H7ClFNO in a non-equilibrium geometry, with properties calculated with ωB97M-V with the def2-TZVPD basis set.

Positions of all 15 atoms, in Å:
C1 2.35 0.13 -0.29
C2 -2.22 -0.32 0.58
C3 0.25 -0.29 0.71
C4 -0.87 -0.18 -0.24
N1 2.36 0.56 -1.44
O1 -0.81 1.02 -1.04
F1 0.47 0.59 1.66
Cl1 3.44 -0.30 0.91
H1 -2.59 -1.29 0.64
H2 -2.17 0.11 1.60
H3 -3.03 0.23 0.03
H4 0.55 -1.33 0.92
H5 -0.88 -0.98 -0.84
H6 3.08 1.10 -1.81
H7 0.05 0.94 -1.38

Properties
Total charge ... 0
E_LUMO (alpha / beta) ... 0.31 / 0.31 eV
Energy above the lowest of the compared OMol25 structures with the same formula, charge and spin ... 3.3419 eV
HOMO energy (alpha / beta) ... -0.301 / -0.301 Eh
HOMO-LUMO gap (alpha / beta) ... 8.492 / 8.487 eV

Atomic partial charges in e from the natural (NBO) method, atoms 1 to 4: number 1, C, carries 0.1945; number 2, C, carries -0.6296; number 3, C, carries 0.2845; number 4, C, carries -0.0147

Below is a single C6H11N molecule in a non-equilibrium geometry, with properties calculated with ωB97M-V with the def2-TZVPD basis set.

Positions of all 18 atoms, in Å:
C1 -1.39 -0.70 1.31
N1 -2.92 0.43 -0.62
C2 -1.49 0.63 -0.68
C3 -0.68 -0.17 0.07
C4 0.78 -0.34 0.09
C5 1.69 0.40 -0.58
C6 3.15 0.14 -0.20
H1 -0.77 -0.54 2.24
H2 -1.59 -1.77 1.27
H3 -2.35 -0.22 1.43
H4 -3.33 0.94 -1.41
H5 -3.08 -0.58 -0.55
H6 -1.17 1.34 -1.51
H7 1.13 -0.66 1.08
H8 1.39 0.90 -1.54
H9 3.27 0.13 0.93
H10 3.84 0.94 -0.64
H11 3.51 -0.88 -0.72

Properties
Total charge ... 0
E_LUMO ... 0.87 eV
Energy above the lowest of the compared OMol25 structures with the same formula, charge and spin ... 2.2711 eV
HOMO energy ... -0.274 Eh
HOMO-LUMO gap ... 8.329 eV

Atomic partial charges in e from the natural (NBO) method, atoms 1 to 4: number 1, C, carries -0.6402; number 2, N, carries -0.8428; number 3, C, carries 0.0166; number 4, C, carries -0.1343

Below is 3 unconnected molecules or ions with the total composition C2H11NO2S2 in a non-equilibrium geometry, with properties calculated with ωB97M-V with the def2-TZVPD basis set.

Positions of all 18 atoms, in Å:
N1 1.33 -0.66 1.38
C1 0.03 -1.32 1.10
C2 -0.13 -1.61 -0.41
S1 -1.15 -0.55 -1.39
S2 -1.34 -1.66 -3.01
H1 1.47 0.28 0.91
H2 1.20 -0.42 2.40
H3 -0.72 -0.72 1.59
H4 -0.06 -2.38 1.58
H5 -0.37 -2.67 -0.61
H6 0.92 -1.48 -0.84
H7 -0.80 -1.13 -4.08
H8 1.02 2.59 -1.61
H9 0.51 1.28 -1.20
O1 0.57 2.20 -0.82
H10 -1.37 3.26 1.77
H11 -0.10 2.63 1.45
O2 -1.02 2.35 1.77

Properties
Total charge ... 0
E_LUMO ... 0.45 eV
Energy above the lowest of the compared OMol25 structures with the same formula, charge and spin ... 1.3121 eV
HOMO energy ... -0.322 Eh
HOMO-LUMO gap ... 9.224 eV

Atomic partial charges in e from the natural (NBO) method, atoms 1 to 4: number 1, N, carries -0.8462; number 2, C, carries -0.2325; number 3, C, carries -0.5921; number 4, S, carries 0.1279